{
  "formula": "C5H6ClNO3S",
  "method": "wB97M-V/def2-TZVPD",
  "elements": ["C", "C", "C", "C", "C", "N", "O", "O", "O", "S", "Cl", "H", "H", "H", "H", "H", "H"],
  "xyz": [[-2.555, 1.079, -0.483], [-1.832, -1.151, 0.263], [2.397, -0.028, 0.765], [1.348, -0.372, -0.258], [-1.561, 0.054, -0.650], [-3.162, 2.056, -0.312], [-2.343, -1.129, 1.339], [0.336, 1.900, -1.117], [-0.142, 1.331, 1.242], [0.064, 0.912, -0.102], [-1.317, -2.754, -0.412], [2.930, 0.855, 0.429], [1.693, 0.243, 1.583], [3.057, -0.959, 0.940], [1.075, -1.465, -0.148], [1.518, -0.363, -1.381], [-1.506, -0.210, -1.699]],
  "mulliken_charge": [-0.05, 0.45, -1.05, -0.34, 0.05, -0.40, -0.39, -0.61, -0.61, 1.07, -0.20, 0.29, 0.36, 0.32, 0.26, 0.37, 0.49],
  "smiles": "CCS(=O)(=O)[C@H](C#N)C(=O)Cl",
  "relative_energy_kj_mol": 10.7,
  "e_tot_ev": -36270.365,
  "lumo_energy_ev": -0.53,
  "charge": 0,
  "orbital_gap_ev": 10.85,
  "e_homo_ev": -11.38
}